Formula: C7H6FI2O5
Source: the Open Molecules 2025 dataset
Level of theory: ωB97M-V/def2-TZVPD

Last column: Mulliken charge in e.
Geometry (Å):
C: -3.21510 -1.61609 -1.79337  -1.48
C: -2.24540 -0.49178 -1.55882  0.45
I: -0.41226 -0.67432 -2.53055  -0.01
C: -2.47375 0.55366 -0.78965  0.09
I: -4.32223 0.77481 0.15771  -0.02
C: -1.42997 1.63537 -0.50018  0.16
O: -1.40959 2.60655 -1.25375  -0.66
O: -0.73160 1.35671 0.49173  -0.64
H: -4.06789 -1.22798 -2.32914  0.34
H: -3.52012 -2.00161 -0.83319  0.36
H: -2.73573 -2.39908 -2.35740  0.41
C: 2.40463 0.82405 0.63976  -0.24
C: 1.84529 -0.35887 1.39523  0.45
O: 3.02501 -0.94631 1.95434  -0.35
C: 3.94556 0.04060 2.10960  0.62
O: 4.93185 -0.05837 2.76654  -0.54
O: 3.58034 1.13849 1.42875  -0.35
F: 1.24445 -1.25865 0.58430  -0.25
H: 2.71091 0.53729 -0.36657  0.22
H: 1.71581 1.65907 0.58514  0.19
H: 1.15977 -0.09354 2.19952  0.24

## Properties
E_LUMO = 2.47 eV
Charge = -1
HOMO level = -0.187 Ha
Max |F| = 0.8 eV/A
Total energy = -1341.88432 a.u.
Kohn-Sham gap = 0.27806 Ha



Formula: C7H6FN5
Source: the Open Molecules 2025 dataset
Level of theory: ωB97M-V/def2-TZVPD

Last column: Mulliken charge in e.
Geometry (Å):
H: -2.75656 1.39502 -1.97334  0.26
N: -1.98398 1.18667 -2.57459  -0.42
C: -1.67359 1.38287 -3.74269  0.00
C: -0.35927 0.54433 -4.21301  0.19
F: -0.14923 0.50843 -5.46389  -0.20
C: 0.31898 0.06763 -3.20245  0.51
N: 0.13423 0.03394 -1.98104  -0.24
C: 0.13458 -0.03333 -0.76851  0.56
N: 0.11861 0.02265 0.43564  0.34
N: -0.04080 -0.05392 1.67258  -0.57
C: 0.57385 -0.47562 2.69352  0.52
C: 0.06850 -0.33012 4.04391  -1.01
N: 1.70691 -1.16105 2.49343  0.05
C: 2.69638 -1.67983 2.19481  0.18
H: -2.09716 1.91751 -4.63406  0.39
H: -0.37067 0.67487 4.22144  0.34
H: -0.82733 -1.02759 4.13983  0.29
H: 0.92937 -0.66813 4.73442  0.34
H: 3.57718 -2.30433 1.92401  0.46

## Properties
E_LUMO = -9.45 eV
Charge = +2
HOMO level = -0.601 Ha
Structure (SMILES) = [H]/N=C/C(F)=C=[N+]=C=N/N=C(/C)[N+]#C
Max |F| = 5.4 eV/A
Total energy = -643.02560 a.u.
Energy relative to the best compared isomer or geometry (same formula, charge and spin) = 1.355 eV
Kohn-Sham gap = 0.25353 Ha



Formula: C7H6FeN2O4S
Source: the Open Molecules 2025 dataset
Level of theory: ωB97M-V/def2-TZVPD

Last column: Mulliken charge in e.
Geometry (Å):
O: -3.05246 0.74551 1.30972  -0.13
C: -2.31021 1.04353 0.48586  0.65
Fe: -1.14003 1.51357 -0.81365  -0.08
O: -0.97199 4.24094 0.32400  -0.12
C: -1.03738 3.17981 -0.11875  0.28
C: -2.38321 1.13235 -2.07008  0.13
O: -3.17526 0.88950 -2.87010  -0.09
C: 0.03005 1.98371 -2.11336  0.58
O: 0.77217 2.28188 -2.93729  -0.15
S: 0.80189 1.50517 0.51980  -0.26
C: 0.92173 -0.11123 0.64423  0.59
N: 1.36018 -0.76882 1.79533  -0.10
C: 1.44840 -2.18259 1.52770  -0.46
C: 0.96410 -2.34871 0.06243  -0.46
N: 0.69133 -1.00940 -0.39992  -0.02
H: 1.62141 -0.31298 2.68118  0.25
H: 0.80218 -2.74951 2.23167  0.31
H: 2.50645 -2.50549 1.63329  0.31
H: 0.03106 -2.94989 0.01648  0.31
H: 1.75391 -2.81630 -0.56328  0.32
H: 0.36566 -0.76106 -1.34526  0.14

## Properties
Multiplicity = 5
E_LUMO (alpha / beta) = -8.41 / -11.67 eV
Charge = +2
HOMO level (alpha / beta) = -0.606 / -0.640 Ha
Max |F| = 9.8 eV/A
Total energy = -2341.94779 a.u.
Kohn-Sham gap (alpha / beta) = 0.29729 / 0.21088 Ha



Formula: C7H6GdNO6
Source: the Open Molecules 2025 dataset
Level of theory: ωB97M-V/def2-TZVPD

Last column: Mulliken charge in e.
Geometry (Å):
O: -1.09427 3.51400 3.17721  -0.04
C: -0.51891 2.79860 2.49354  0.14
Gd: 0.56086 0.53877 0.88502  0.76
O: -1.72882 2.58616 -1.03068  -0.13
C: -0.97743 2.01151 -0.37267  0.36
C: 1.08854 0.72581 -1.51121  0.34
O: 1.32181 0.94843 -2.61422  -0.13
C: 2.79919 1.90373 0.34234  0.39
O: 3.80259 2.26057 -0.21077  -0.25
C: 1.43299 2.73951 0.10879  0.42
O: 1.33589 3.91987 0.01318  -0.24
H: 2.68351 1.00123 1.12048  -0.03
C: -1.67113 -2.42201 -1.20334  -0.93
C: -0.87517 -2.42615 0.04107  0.78
N: -0.77486 -3.54010 0.75724  -0.32
O: -0.28660 -1.38228 0.49305  -0.53
H: -2.02305 -3.44065 -1.40824  0.37
H: -1.05464 -2.07609 -2.04453  0.28
H: -2.53964 -1.75214 -1.10536  0.30
H: -0.25096 -3.52833 1.62240  0.23
H: -1.22991 -4.38045 0.44671  0.24

## Properties
Multiplicity = 8
E_LUMO (alpha / beta) = -9.66 / -9.32 eV
Charge = +2
HOMO level (alpha / beta) = -0.555 / -0.592 Ha
Max |F| = 5.9 eV/A
Total energy = -1541.47769 a.u.
Energy relative to the best compared isomer or geometry (same formula, charge and spin) = 1.084 eV
Kohn-Sham gap (alpha / beta) = 0.20032 / 0.24899 Ha